[1]
An isolated ion of composition C6H13O and charge -1 in a non-equilibrium geometry. Source: OMol25; level of theory: wB97M-V/def2-TZVPD.

Last column: Löwdin charge in e.
Geometry (Å):
1 O -2.200 0.498 1.226  -0.34
2 C -1.550 1.576 0.806  -0.57
3 C 0.495 0.681 -0.494  -0.23
4 C 0.522 -0.667 0.265  -0.42
5 C -0.863 1.408 -0.584  -0.23
6 C -0.510 -1.620 -0.334  -0.10
7 C 1.967 -1.212 0.183  -0.10
8 H -0.412 -1.797 -1.407  0.07
9 H 0.251 -0.512 1.304  0.12
10 H -0.642 2.350 -1.110  0.08
11 H -1.509 0.819 -1.250  0.09
12 H 0.981 0.523 -1.464  0.09
13 H -0.655 1.852 1.456  0.08
14 H 2.338 -1.318 1.210  0.06
15 H -1.498 -1.170 -0.197  0.05
16 H -2.102 2.555 0.735  0.07
17 H 1.154 1.402 0.014  0.10
18 H 2.015 -2.213 -0.266  0.06
19 H -0.486 -2.535 0.265  0.07
20 H 2.705 -0.621 -0.358  0.05

Output
Frontier orbital gap = 6.301 eV
Energy relative to the best compared isomer or geometry (same formula, charge and spin) = 0.197 eV
SMILES = CC(C)CCC[O-]
Total charge = -1

***

[2]
A 13-piece molecular cluster, C46H102F21N6O27S7 overall in a non-equilibrium geometry. Source: OMol25; level of theory: wB97M-V/def2-TZVPD.

Last column: Löwdin charge in e.
Geometry (Å):
1 S -3.715 -5.404 -2.878  0.49
2 S 2.484 -4.126 -8.253  0.42
3 S 5.045 0.739 -1.478  0.49
4 S -1.371 3.576 -5.078  0.47
5 S 1.328 -3.064 1.905  0.50
6 S -3.002 1.161 1.911  0.51
7 S 3.043 3.065 2.492  0.56
8 F 3.220 -0.228 -3.140  0.10
9 F 4.342 2.201 4.556  0.09
10 F -5.993 -4.442 -1.707  0.10
11 F -0.221 -4.211 -8.586  0.09
12 F -2.694 2.563 -7.147  0.11
13 F -1.168 4.061 -7.603  0.13
14 F -6.142 -4.813 -3.827  0.14
15 F 5.033 -1.514 -2.842  0.09
16 F 5.216 4.008 3.700  0.13
17 F 3.479 -1.412 -1.352  0.07
18 F 3.563 -2.978 3.294  0.14
19 F -4.478 1.979 -0.041  0.14
20 F -5.031 -3.096 -3.100  0.09
21 F 0.687 -2.220 -8.864  0.09
22 F -4.153 -0.112 0.048  0.13
23 F -5.574 0.747 1.394  0.14
24 F 2.918 -1.056 2.515  0.11
25 F 3.800 -2.580 1.176  0.11
26 F -3.050 4.705 -6.751  0.12
27 F 0.497 -3.159 -6.891  0.09
28 F 5.507 2.089 2.668  0.14
29 O 3.927 1.530 -0.840  -0.35
30 O 3.370 -3.150 -7.679  -0.32
31 O 2.261 -5.238 -7.321  -0.37
32 O -2.496 3.424 -4.184  -0.30
33 O 0.986 -2.597 0.551  -0.32
34 O -1.149 -2.810 -3.540  -0.12
35 O 3.450 3.821 1.311  -0.31
36 O 2.732 -4.491 -9.591  -0.29
37 O 5.940 0.095 -0.539  -0.29
38 O -2.907 -4.664 -3.846  -0.32
39 O -3.386 2.344 2.726  -0.34
40 O -1.155 5.195 -0.526  -0.23
41 O 3.196 4.735 -1.222  -0.12
42 O -3.023 -0.127 2.573  -0.31
43 O -5.471 -4.859 4.105  -0.20
44 O -1.859 1.386 1.005  -0.34
45 O 5.663 1.487 -2.547  -0.33
46 O -0.747 4.858 -5.023  -0.31
47 O 2.866 -0.505 6.797  -0.19
48 O 2.256 3.872 3.481  -0.37
49 O -3.234 -5.282 -1.500  -0.34
50 O -0.512 2.389 -5.226  -0.34
51 O 2.593 1.700 2.299  -0.28
52 O 0.453 -2.610 2.982  -0.34
53 O -0.109 -6.742 -1.797  -0.07
54 O 1.612 -4.497 1.995  -0.34
55 O -4.035 -6.722 -3.253  -0.27
56 N 1.515 -4.940 -3.605  -0.29
57 N 0.477 1.227 5.401  -0.29
58 N -2.568 -4.898 2.817  -0.28
59 N 0.378 6.444 1.763  -0.26
60 N -0.697 -0.205 -2.028  -0.29
61 N 2.754 4.124 -4.246  -0.34
62 C 2.140 4.728 -5.475  -0.01
63 C 0.850 6.481 4.248  -0.05
64 C 4.656 2.830 3.412  -0.62
65 C -1.827 4.523 -1.522  -0.10
66 C -0.167 -0.659 -3.440  -0.05
67 C -5.179 -5.006 2.712  -0.17
68 C -1.035 -1.615 -4.197  -0.27
69 C -1.533 7.728 0.700  -0.06
70 C -0.482 0.920 6.452  -0.20
71 C -2.307 -4.768 4.258  -0.16
72 C 0.964 -4.484 -2.191  -0.06
73 C 1.979 -3.763 -4.399  0.02
74 C 1.522 2.089 5.926  0.02
75 C -4.404 0.937 0.778  -0.73
76 C 3.000 -2.383 2.262  -0.64
77 C -1.455 -5.686 2.228  0.04
78 C -6.597 -3.984 4.409  -0.06
79 C 1.115 -0.075 5.000  -0.09
80 C 0.511 -0.076 -1.205  0.00
81 C -5.313 -4.417 -2.879  -0.62
82 C 3.660 5.117 -3.544  -0.09
83 C -2.324 -6.030 5.137  -0.04
84 C -0.246 1.716 4.148  -0.11
85 C 4.051 -0.569 5.994  -0.06
86 C -1.706 -1.113 -1.324  0.03
87 C -0.100 7.391 0.645  -0.15
88 C -2.126 3.730 -6.751  -0.66
89 C -0.324 4.434 0.326  -0.12
90 C 4.246 4.749 -2.158  -0.21
91 C -3.810 -5.660 2.493  -0.08
92 C 2.613 -5.977 -3.364  0.03
93 C 3.544 2.893 -4.570  0.03
94 C 0.699 -5.676 -1.337  -0.25
95 C -1.409 1.080 -2.225  -0.02
96 C 1.621 3.641 -3.392  -0.02
97 C 1.881 6.289 1.586  0.03
98 C 0.473 -5.565 -4.432  0.00
99 C 0.182 7.079 3.042  -0.22
100 C -0.290 5.127 1.724  -0.07
101 C -3.328 -3.458 0.843  -0.04
102 C 4.160 -0.621 -2.255  -0.59
103 C -2.647 -3.546 2.205  -0.14
104 C 0.795 -3.392 -8.166  -0.61
105 C -1.135 2.984 4.427  -0.04
106 C -1.572 -0.054 6.074  -0.04
107 C 1.739 -0.948 6.105  -0.19
108 H 2.155 -6.859 -2.878  0.10
109 H 0.384 -5.334 -0.343  0.11
110 H 1.676 -6.132 -1.211  0.10
111 H 0.245 0.407 -0.281  0.11
112 H -0.102 0.300 -4.046  0.14
113 H -1.314 -4.282 4.259  0.14
114 H 0.149 6.921 -0.312  0.14
115 H 0.979 4.478 -3.060  0.11
116 H 2.071 5.988 0.574  0.08
117 H -1.835 8.110 1.719  0.10
118 H 3.383 -5.625 -2.685  0.11
119 H -2.879 -4.116 0.096  0.04
120 H 1.030 -1.258 6.855  0.12
121 H -3.227 -6.618 5.080  0.07
122 H 0.172 -6.584 -4.108  0.12
123 H -1.620 -3.151 2.082  0.12
124 H -3.170 -2.970 2.937  0.12
125 H -2.607 3.843 -1.169  0.10
126 H 0.397 -0.751 4.541  0.11
127 H 1.925 6.543 4.170  0.08
128 H 4.525 5.390 -4.254  0.16
129 H -0.813 3.460 0.514  0.12
130 H 2.349 7.237 1.830  0.12
131 H 0.593 7.026 5.145  0.09
132 H -1.446 -6.659 4.961  0.08
133 H 0.966 2.970 6.340  0.12
134 H -2.088 6.835 0.625  0.06
135 H 4.939 -0.648 6.668  0.11
136 H 3.010 5.952 -3.350  0.12
137 H 0.521 8.077 2.892  0.12
138 H -3.768 -5.878 1.440  0.13
139 H -0.794 1.812 -2.721  0.06
140 H -1.693 1.357 -1.242  0.06
141 H -1.139 3.856 -2.078  0.06
142 H -6.298 -3.305 5.227  0.09
143 H 0.621 1.942 3.444  0.12
144 H 4.023 2.496 -3.653  0.08
145 H 1.401 5.419 -5.151  0.07
146 H 2.921 -6.206 -4.393  0.12
147 H -1.480 -5.539 1.143  0.12
148 H -1.260 5.312 2.164  0.14
149 H -0.936 1.930 6.708  0.14
150 H 2.191 2.331 5.134  0.06
151 H -1.970 -1.141 -4.435  0.13
152 H -2.310 -5.771 6.184  0.08
153 H 1.575 4.003 -6.095  0.11
154 H 0.068 -3.906 -2.244  0.10
155 H -7.456 -4.593 4.768  0.09
156 H 3.344 4.042 -0.512  0.06
157 H 2.146 5.453 2.310  0.07
158 H -0.883 7.136 3.277  0.13
159 H -6.878 -3.413 3.536  0.08
160 H 1.067 -3.128 -4.519  0.09
161 H 2.074 3.190 -2.521  0.09
162 H 4.056 -1.403 5.293  0.08
163 H 4.822 3.784 -2.187  0.12
164 H 2.665 -3.156 -3.861  0.09
165 H 0.465 8.281 0.856  0.12
166 H -3.284 -2.367 0.542  0.10
167 H -3.671 -6.632 2.987  0.14
168 H 4.148 0.370 5.436  0.07
169 H -2.140 -0.510 -0.548  0.06
170 H -3.039 -4.118 4.694  0.12
171 H -1.095 -1.896 -0.890  0.10
172 H -5.339 -4.037 2.239  0.11
173 H 4.836 5.631 -1.917  0.12
174 H 2.849 5.244 -6.164  0.12
175 H -1.935 2.691 5.098  0.07
176 H 1.808 0.137 4.186  0.12
177 H 2.080 -1.782 5.522  0.11
178 H -0.348 -4.889 -4.270  0.08
179 H 0.816 -1.040 -3.213  0.10
180 H 0.579 5.426 4.416  0.05
181 H 2.374 -4.168 -5.313  0.07
182 H 0.233 4.448 2.399  0.10
183 H -0.758 0.880 3.717  0.09
184 H 1.934 1.540 6.818  0.13
185 H -0.489 -5.314 2.591  0.09
186 H -1.927 -3.383 -3.894  0.08
187 H 1.000 -1.045 -1.167  0.08
188 H -1.554 3.356 3.448  0.06
189 H -0.494 -1.625 -5.152  0.12
190 H -2.326 0.995 -2.846  0.14
191 H -1.572 -6.671 2.531  0.09
192 H -1.032 -6.451 -2.015  0.09
193 H 1.702 -3.827 -1.702  0.14
194 H 0.761 -5.516 -5.475  0.09
195 H 0.082 0.677 7.358  0.13
196 H -2.454 -0.025 6.759  0.11
197 H -0.524 3.856 4.829  0.07
198 H -1.307 -1.104 6.041  0.08
199 H -1.874 8.404 -0.060  0.09
200 H -2.481 -1.412 -1.961  0.09
201 H -4.321 -3.873 0.775  0.05
202 H -1.877 0.150 5.096  0.04
203 H 4.226 3.220 -5.341  0.11
204 H -2.175 5.249 -2.249  0.10
205 H 2.831 2.174 -4.937  0.11
206 H 1.048 2.914 -4.013  0.08
207 H -5.842 -5.703 2.228  0.13
208 H 1.182 0.635 -1.711  0.10
209 H 0.687 4.223 -0.054  0.13

Output
Frontier orbital gap = 7.865 eV
Total charge = -1

***

[3]
A 2-piece molecular cluster, C2H2N2Si overall in a non-equilibrium geometry. Source: OMol25; level of theory: wB97M-V/def2-TZVPD.

Last column: Löwdin charge in e.
Geometry (Å):
1 Si -0.287 0.154 0.002  0.92
2 N -0.351 3.064 -0.004  0.14
3 N 3.801 1.392 0.056  -0.12
4 C 2.723 1.018 -0.055  -0.36
5 C -0.323 1.922 0.032  -0.46
6 H 0.524 -0.519 -0.967  -0.09
7 H -1.473 -0.262 0.887  -0.03

Output
Frontier orbital gap (alpha / beta) = 6.232 / 6.241 eV
Energy relative to the best compared isomer or geometry (same formula, charge and spin) = 4.422 eV

***

[4]
One molecule with the formula C5H8OS2 in a non-equilibrium geometry. Source: OMol25; level of theory: wB97M-V/def2-TZVPD.

Last column: Löwdin charge in e.
Geometry (Å):
1 S 2.322 -1.386 -0.673  0.68
2 S 2.366 0.248 0.618  0.77
3 O 2.641 1.557 -0.217  -0.60
4 C -1.167 0.028 0.862  -0.19
5 C 0.892 -0.403 -0.177  -0.99
6 C -1.348 0.422 -0.621  -0.15
7 C 0.028 -0.997 0.892  -0.24
8 C 0.111 0.469 -1.124  -0.18
9 H -0.858 0.849 1.476  0.10
10 H 0.610 1.519 -0.839  0.15
11 H -0.440 -2.027 0.493  0.16
12 H -2.111 -0.185 1.395  0.11
13 H -1.757 -0.374 -1.286  0.13
14 H 0.212 0.116 -2.084  0.08
15 H -1.788 1.318 -0.664  0.06
16 H 0.289 -1.152 1.949  0.11

Output
Frontier orbital gap = 9.426 eV
Energy relative to the best compared isomer or geometry (same formula, charge and spin) = 2.200 eV